[1]
Molecular formula: H32O16
Method: DFT, ωB97M-V/def2-TZVPD

Element x y z (Å)
O  -1.158  1.461  1.562
H  -1.445  1.653  2.564
H  -0.633  2.239  1.426
O  -1.935  -1.960  0.773
H  -1.791  -1.084  1.196
H  -1.439  -1.785  -0.098
O  -3.812  2.637  -0.249
H  -3.329  2.438  0.478
H  -3.994  1.771  -0.719
O  3.394  4.483  -1.006
H  3.505  5.196  -0.380
H  2.626  4.797  -1.351
O  0.356  5.702  -1.587
H  -0.542  5.819  -1.078
H  0.398  4.727  -1.741
O  2.637  -3.658  0.456
H  2.066  -3.805  -0.345
H  1.984  -2.968  0.789
O  -0.109  4.017  0.122
H  -0.861  3.900  -0.362
H  0.000  3.302  0.726
O  -3.811  -1.340  -3.181
H  -4.637  -1.622  -3.454
H  -3.914  -0.356  -2.974
O  3.951  -1.436  2.817
H  4.407  -2.146  2.224
H  4.715  -1.191  3.392
O  1.991  3.621  1.208
H  2.018  3.537  0.183
H  2.933  3.522  1.470
O  -2.555  -3.308  -1.746
H  -3.069  -2.592  -2.024
H  -2.760  -3.273  -0.816
O  0.589  -3.336  -2.859
H  0.473  -4.091  -3.516
H  0.227  -2.704  -3.439
O  -0.901  -4.257  2.642
H  -0.949  -3.534  2.073
H  -0.370  -4.110  3.409
O  2.731  0.010  0.940
H  3.161  -0.213  0.073
H  3.161  -0.112  1.706
O  -3.429  -2.428  3.308
H  -3.996  -1.579  2.826
H  -3.134  -2.943  2.547
O  2.119  -0.325  -3.074
H  2.627  -0.983  -3.633
H  2.092  -0.861  -2.171

Output
energy: -33275.7849 eV
2S+1: 1
Kohn-Sham gap: 10.52 eV
relative energy (zero: lowest compared OMol25 entry of this formula, charge and spin): 211.0 kcal/mol

Here are the Löwdin charges for atoms 1 to 4, given in e: atom 1 (O): -0.0735, atom 2 (H): 0.1416, atom 3 (H): -0.0281, atom 4 (O): -0.0972

***

[2]
Molecular formula: C31H92N4O15
Method: DFT, ωB97M-V/def2-TZVPD

Element x y z (Å)
C  -2.440  5.283  -3.669
O  -2.679  6.329  -3.116
N  -3.305  4.714  -4.570
N  -1.296  4.605  -3.437
H  -4.311  5.006  -4.417
H  -3.157  3.780  -4.756
H  -0.701  4.860  -2.612
H  -1.163  3.670  -3.773
C  -3.245  -2.647  0.717
O  -3.007  -3.413  1.616
N  -2.817  -1.346  0.784
N  -4.022  -2.969  -0.391
H  -2.586  -1.149  1.719
H  -3.261  -0.746  0.115
H  -4.248  -3.938  -0.492
H  -3.863  -2.475  -1.265
C  -1.651  -4.260  -2.228
C  -0.759  -3.500  -3.213
C  -1.467  -3.526  -4.521
O  -0.645  -2.089  -2.876
H  -2.710  -4.066  -2.461
H  -1.572  -4.116  -1.135
H  -1.517  -5.333  -2.390
H  0.231  -3.957  -3.259
H  -1.765  -4.587  -4.791
H  -0.887  -3.019  -5.258
H  -2.314  -2.916  -4.395
H  0.076  -2.037  -2.194
C  -0.458  1.379  0.094
C  0.536  0.194  0.271
C  0.905  -0.225  1.744
O  0.034  -1.001  -0.339
H  -1.445  1.078  0.539
H  -0.604  1.656  -0.979
H  -0.053  2.273  0.611
H  1.494  0.447  -0.248
H  1.511  -1.085  1.788
H  0.023  -0.611  2.286
H  1.414  0.496  2.342
H  -0.933  -1.043  -0.031
C  -6.383  -3.468  5.040
C  -5.353  -4.464  5.411
C  -5.042  -5.449  4.253
O  -4.107  -3.846  5.857
H  -6.412  -2.837  5.964
H  -7.341  -3.916  4.922
H  -6.025  -2.781  4.258
H  -5.697  -5.037  6.269
H  -4.226  -6.185  4.506
H  -4.640  -4.846  3.409
H  -5.909  -6.047  3.958
H  -3.769  -3.385  5.075
C  4.206  3.280  3.447
C  2.815  2.911  2.887
C  1.895  4.103  2.695
O  2.901  2.247  1.552
H  4.701  4.012  2.809
H  4.849  2.400  3.563
H  4.145  3.710  4.432
H  2.435  2.174  3.623
H  2.401  4.798  2.068
H  1.622  4.529  3.627
H  1.038  3.743  2.162
H  3.604  1.554  1.644
C  2.172  1.084  -3.639
C  2.325  -0.137  -4.606
C  3.085  -1.280  -3.925
O  1.002  -0.684  -4.967
H  3.124  1.390  -3.267
H  1.554  0.809  -2.818
H  1.664  1.929  -4.177
H  2.828  0.064  -5.589
H  2.820  -1.422  -2.883
H  4.151  -1.014  -4.078
H  2.964  -2.116  -4.615
H  0.571  -0.877  -4.129
C  -1.855  4.947  1.313
C  -2.354  4.776  -0.088
C  -3.840  5.085  -0.257
O  -1.610  5.693  -0.812
H  -2.316  4.277  2.065
H  -2.182  5.940  1.628
H  -0.772  4.892  1.330
H  -2.155  3.767  -0.446
H  -3.795  6.188  -0.065
H  -4.562  4.536  0.341
H  -4.054  5.075  -1.301
H  -2.179  6.102  -1.459
C  -0.694  -0.972  5.113
C  -1.021  -2.177  4.335
C  -0.780  -3.493  5.084
O  -2.348  -2.138  3.816
H  -0.897  -0.061  4.689
H  0.269  -1.049  5.628
H  -1.355  -1.000  5.976
H  -0.488  -2.347  3.417
H  0.220  -3.634  5.396
H  -0.869  -4.340  4.397
H  -1.380  -3.662  5.979
H  -2.384  -2.845  3.130
C  4.667  -0.718  -0.140
C  5.653  0.237  0.632
C  5.822  1.497  -0.123
O  5.225  0.561  1.940
H  4.330  -1.556  0.547
H  5.140  -1.319  -0.905
H  3.786  -0.200  -0.469
H  6.630  -0.318  0.727
H  6.103  1.317  -1.147
H  6.459  2.141  0.475
H  4.868  1.935  -0.258
H  5.319  -0.204  2.550
C  6.965  -2.614  2.441
O  6.519  -1.573  3.344
H  7.453  -3.430  2.987
H  6.087  -2.926  1.864
H  7.729  -2.192  1.740
H  7.069  -1.601  4.122
C  2.282  4.081  -1.403
O  1.039  4.107  -0.743
H  2.973  3.482  -0.784
H  2.087  3.698  -2.451
H  2.714  5.124  -1.443
H  0.600  4.954  -0.878
C  2.127  -3.826  -0.849
O  1.765  -2.590  -1.388
H  2.688  -3.716  0.100
H  1.237  -4.439  -0.547
H  2.696  -4.393  -1.610
H  1.342  -2.031  -0.700
C  -1.346  1.846  -6.151
O  -1.356  1.559  -4.754
H  -2.346  2.016  -6.546
H  -0.891  2.856  -6.281
H  -0.909  1.000  -6.712
H  -0.548  1.089  -4.577
C  -3.609  -0.220  -3.252
O  -2.942  -0.664  -2.059
H  -3.117  0.687  -3.614
H  -3.533  -1.018  -4.035
H  -4.670  -0.025  -3.127
H  -2.017  -0.834  -2.285

Output
energy: -70311.2432 eV
2S+1: 1
Kohn-Sham gap: 9.96 eV

Here are the Löwdin charges for atoms 1 to 4, given in e: atom 1 (C): -0.6810, atom 2 (O): 0.0288, atom 3 (N): 0.1679, atom 4 (N): 0.1908

***

[3]
Molecular formula: C3H7NOS
Method: DFT, ωB97M-V/def2-TZVPD

Element x y z (Å)
C  1.984  -0.567  0.257
C  -1.378  -0.151  -0.093
C  -1.222  1.367  -0.042
H  2.885  -0.266  -0.330
H  1.903  0.010  1.162
H  2.097  -1.583  0.513
H  -0.397  -1.833  -0.537
H  -1.982  1.783  0.596
H  -0.224  1.651  0.268
H  -1.480  1.696  -1.060
N  -0.258  -0.923  -0.133
O  0.915  -0.332  -0.593
S  -2.843  -0.851  -0.008

Output
energy: -17595.2567 eV
structure (SMILES): CONC(C)=S
2S+1: 1
Kohn-Sham gap: 9.15 eV
relative energy (zero: lowest compared OMol25 entry of this formula, charge and spin): 61.6 kcal/mol

Here are the Löwdin charges for atoms 1 to 4, given in e: atom 1 (C): -0.1008, atom 2 (C): -0.8724, atom 3 (C): -0.0849, atom 4 (H): 0.1115

***

[4]
Molecular formula: C37H40HgOP2
Method: DFT, ωB97M-V/def2-TZVPD

Element x y z (Å)
Hg  -0.408  -1.280  0.291
C  -1.245  -2.386  -2.187
C  -1.551  -1.044  -2.461
C  -2.937  -0.509  -2.144
C  -3.468  -0.963  -0.775
C  -2.559  -1.209  0.401
C  -2.021  -2.505  0.773
C  -2.150  -3.711  -0.089
C  -2.114  -3.459  -1.646
C  1.157  0.132  0.756
H  -0.414  -2.784  -2.766
H  -1.193  -0.643  -3.444
H  -3.668  -0.856  -2.912
H  -2.920  0.589  -2.219
H  -4.202  -0.207  -0.461
H  -4.015  -1.901  -0.926
H  -2.825  -0.574  1.259
H  -2.071  -2.679  1.858
H  -3.092  -4.229  0.164
H  -1.335  -4.404  0.156
H  -1.721  -4.404  -2.064
H  -3.154  -3.384  -1.977
H  1.868  -0.408  1.386
H  0.812  1.012  1.354
H  1.702  0.532  -0.112
P  -0.117  0.607  -1.795
P  -1.094  1.129  2.540
C  -1.109  1.624  -0.526
C  -1.415  1.781  0.834
C  0.469  2.073  -2.689
C  -0.388  2.709  -3.601
C  0.097  3.721  -4.437
C  1.435  4.119  -4.314
C  2.259  3.579  -3.313
C  1.776  2.564  -2.489
C  1.253  -0.707  -2.505
C  1.658  -1.917  -1.880
C  2.579  -2.799  -2.436
C  2.920  -2.688  -3.782
C  2.504  -1.533  -4.448
C  1.791  -0.519  -3.790
C  -0.657  2.448  3.626
C  -0.350  3.702  3.039
C  -0.365  4.850  3.815
C  -0.635  4.773  5.186
C  -0.842  3.531  5.797
C  -0.833  2.369  5.037
C  -0.665  -0.372  3.463
C  0.681  -0.646  3.823
C  1.050  -1.934  4.219
C  0.082  -2.931  4.411
C  -1.272  -2.590  4.298
C  -1.645  -1.340  3.818
H  -1.669  2.370  -1.131
H  -2.128  2.622  0.986
H  -1.427  2.397  -3.668
H  -0.556  4.208  -5.167
H  1.838  4.880  -4.986
H  3.277  3.960  -3.170
H  2.393  2.150  -1.696
H  1.133  -2.304  -0.976
H  2.988  -3.627  -1.844
H  3.485  -3.493  -4.268
H  2.739  -1.416  -5.506
H  1.661  0.451  -4.298
H  -0.160  3.752  1.968
H  -0.196  5.820  3.344
H  -0.703  5.691  5.773
H  -1.037  3.487  6.868
H  -1.006  1.405  5.508
H  1.436  0.140  3.731
H  2.105  -2.167  4.354
H  0.378  -3.956  4.670
H  -2.040  -3.316  4.575
H  -2.704  -1.105  3.693
C  4.312  -0.717  -0.728
C  3.636  -1.756  -0.073
O  3.139  -2.476  0.709
H  4.461  0.167  -0.063
H  3.710  -0.409  -1.599
H  5.287  -1.090  -1.122

Output
energy: -63801.7696 eV
2S+1: 1
Kohn-Sham gap (spin up / spin down): 3.43 / 3.42 eV
relative energy (zero: lowest compared OMol25 entry of this formula, charge and spin): 118.9 kcal/mol

Here are the Löwdin charges for atoms 1 to 4, given in e: atom 1 (Hg): 1.2021, atom 2 (C): -0.2114, atom 3 (C): -0.3455, atom 4 (C): -0.2054

***

[5]
Molecular formula: CF3O6S3
Method: DFT, ωB97M-V/def2-TZVPD

Element x y z (Å)
C  -1.353  -0.623  1.074
O  3.123  0.400  0.340
O  0.907  0.874  1.127
O  -0.544  0.931  -0.918
O  -2.993  0.703  -0.565
O  0.234  -2.676  0.896
O  1.148  -0.793  -0.534
F  1.857  1.524  -1.203
F  -1.538  1.957  0.859
F  -0.607  -1.910  -1.332
S  1.718  0.479  0.082
S  -1.635  0.638  -0.084
S  -0.317  -1.504  0.257

Output
energy: -53977.4732 eV
total charge: -1
2S+1: 1
Kohn-Sham gap: 9.52 eV
relative energy (zero: lowest compared OMol25 entry of this formula, charge and spin): 43.9 kcal/mol

Here are the Löwdin charges for atoms 1 to 4, given in e: atom 1 (C): -0.3472, atom 2 (O): -0.2615, atom 3 (O): -0.2524, atom 4 (O): -0.3524

***

[6]
Molecular formula: C4H11ClFGaV
Method: DFT, ωB97M-V/def2-TZVPD

Element x y z (Å)
Ga  0.009  -0.919  -0.445
Cl  0.945  -0.361  1.829
C  1.460  -0.364  -1.664
C  0.157  -2.885  -0.279
H  1.547  -1.125  -2.453
H  1.263  0.614  -2.119
H  2.393  -0.321  -1.086
H  0.301  -3.321  -1.277
H  -0.730  -3.333  0.186
H  1.038  -3.116  0.338
V  -0.802  0.975  1.724
C  -0.032  2.699  0.821
C  -1.579  0.178  -0.097
H  0.241  2.566  -0.239
H  -0.808  3.480  0.936
H  0.853  2.946  1.435
H  -2.545  -0.287  0.164
H  -1.695  1.132  -0.653
F  -2.018  1.440  2.878

Output
energy: -97629.8846 eV
2S+1: 2
Kohn-Sham gap (spin up / spin down): 7.83 / 8.58 eV

Here are the Löwdin charges for atoms 1 to 4, given in e: atom 1 (Ga): 0.2614, atom 2 (Cl): 0.3035, atom 3 (C): -0.2072, atom 4 (C): -0.2171